Record 1
C4H9NO | wB97M-V/def2-TZVPD

XYZ file:
```
15
Properties=species:S:1:pos:R:3:lowdin_charge:R:1
C 0.3809 -1.4278 2.0443 -0.034
C 0.5062 -0.7760 0.7414 -0.167
N -0.1460 0.2604 0.3941 0.106
C 0.1966 0.4038 -1.2119 -0.644
O 1.4254 0.6027 -1.3446 -0.131
C -0.7522 1.5084 -1.7048 -0.061
H 0.8199 -2.4229 2.0886 0.085
H -0.6299 -1.4108 2.4547 0.089
H 1.0023 -0.7475 2.6370 0.105
H 1.3524 -1.0018 0.0730 0.141
H -0.1907 -0.8182 -1.3479 0.151
H -1.0990 0.4066 0.6984 0.143
H -1.8145 1.3681 -1.4672 0.062
H -0.6250 1.5904 -2.7865 0.074
H -0.4266 2.4646 -1.2686 0.081
```

Properties
E_LUMO: 0.08 eV
relative energy (zero: lowest compared OMol25 entry of this formula, charge and spin): 85.12 kcal/mol

---

Record 2
C8H7Br2Cl2NO | wB97M-V/def2-TZVPD

XYZ file:
```
21
Properties=species:S:1:pos:R:3:lowdin_charge:R:1
H -1.4522 0.5471 2.4518 0.125
N -0.3321 0.5351 2.3812 0.119
C 0.1993 0.1913 1.3153 -0.473
C 1.5953 0.3656 0.9981 -0.679
Br 2.3443 1.6884 2.0391 0.838
C 2.3642 -0.1125 0.0043 -0.125
C 1.6594 -0.9504 -1.0915 -0.592
Cl 1.1154 0.1256 -2.4378 0.681
C 0.3430 -1.6692 -0.6294 -0.166
C -0.5724 -0.6741 0.2099 -0.640
Cl -1.9970 -1.4677 0.8773 0.799
C -1.3723 0.2344 -0.7441 -0.579
O -1.6264 -0.0301 -1.8827 0.001
C -2.0355 1.5013 -0.0356 -0.654
Br -2.4886 2.7850 -1.2583 0.780
H 3.4798 0.0028 -0.1223 0.133
H 2.3448 -1.5521 -1.7056 0.091
H -0.1520 -2.0947 -1.4813 0.102
H 0.7483 -2.4619 0.0390 0.131
H -1.2271 1.8765 0.5953 0.047
H -2.9382 1.1596 0.4773 0.060
```

Properties
E_LUMO: -0.82 eV
relative energy (zero: lowest compared OMol25 entry of this formula, charge and spin): 17.99 kcal/mol
SMILES: [H]/N=C1/C(Br)=C[C@H](Cl)C[C@]1(Cl)C(=O)CBr